Record 1
A molecular structure, C25H28Cl5HgO2 at a distorted geometry. Source: the OMol25 dataset; level of theory: the ωB97M-V functional and the def2-TZVPD basis.

Properties
- frontier orbital gap (eV) = 4.95
- HOMO (eV) = -2.88

Structure (ORCA input):
```
! wB97M-V def2-TZVPD RIJCOSX def2/J DEFGRID3
* xyz -1 1
O 2.48779 2.11069 -2.51250
C 3.92892 2.13852 -2.46543
C 4.04474 3.21701 -3.54767
H 4.31627 1.15066 -2.75905
H 4.31830 2.45514 -1.48589
C 2.50539 3.09630 -3.58952
H 4.55653 2.89179 -4.45705
H 4.40790 4.19020 -3.20170
C 1.99291 2.49589 -4.88087
H 2.56973 1.59793 -5.12937
H 2.10257 3.22101 -5.70014
H 0.93208 2.24206 -4.79054
C 1.81350 4.38553 -3.21834
H 2.26084 4.79430 -2.30554
H 0.73321 4.25092 -3.11136
H 1.95720 5.11573 -4.02531
Hg 0.02331 -1.10847 2.31183
C -2.68193 0.66812 3.95211
C -1.44011 0.31154 4.49087
C -0.38162 0.79200 3.59837
H -1.25694 -0.19626 5.43319
C -1.07164 1.58763 2.58276
C -2.44976 1.44141 2.77442
H -3.23877 1.88304 2.17187
H -3.66685 0.43953 4.35959
H 0.64845 0.94163 3.92526
H -0.58536 2.22988 1.84737
C -3.87927 -2.03067 1.16722
C -4.21254 -0.73805 0.67078
C -3.36146 -0.45588 -0.43221
H -4.99900 -0.09436 1.06181
C -2.48436 -1.56734 -0.60850
C -2.82142 -2.55076 0.36666
H -2.37978 -3.53619 0.45077
H -4.33740 -2.52321 2.01994
H -3.37403 0.44760 -1.04108
H -1.69961 -1.65189 -1.35439
O 0.51027 0.46651 -2.41376
C 0.25663 1.62057 -1.59500
C 1.15689 1.61895 -0.35108
H -0.79747 1.54823 -1.27437
H 0.36695 2.52430 -2.20582
C 1.76164 0.20959 -0.32254
H 0.52299 1.83136 0.51547
H 1.93375 2.39142 -0.40871
C 1.21366 -0.48324 -1.59009
H 1.45249 -0.32990 0.58820
H 2.85421 0.22286 -0.36099
H 0.51048 -1.30133 -1.30417
H 2.05053 -0.93292 -2.14744
Cl -2.51465 -2.48973 4.27477
C -1.48403 -3.61078 3.47008
C -0.42304 -3.16893 2.67552
C 0.31752 -4.11488 1.97397
Cl 1.53311 -3.55963 0.86867
C 0.05001 -5.49675 2.07537
Cl 0.99871 -6.63667 1.22469
C -1.04752 -5.92709 2.85564
Cl -1.48147 -7.57295 2.89692
C -1.81474 -4.97815 3.56294
Cl -3.20472 -5.47384 4.42336
*
```

Record 2
A molecular structure, C25H28Cl5O2Tm at a distorted geometry. Source: the OMol25 dataset; level of theory: the ωB97M-V functional and the def2-TZVPD basis.

Properties
- frontier orbital gap (alpha / beta) (eV) = 8.36 / 8.39
- ΔE to the lowest compared entry with this formula, charge and spin (kJ/mol) = 56.1
- HOMO (alpha / beta) (eV) = -7.98 / -8.01
- expectation value of S² = 2.003

Structure (ORCA input):
```
! wB97M-V def2-TZVPD RIJCOSX def2/J DEFGRID3
* xyz 0 3
O 0.87314 -0.25016 -4.45379
C 1.38339 0.93472 -5.16679
C 1.62571 0.25933 -6.51595
H 2.28816 1.37676 -4.71551
H 0.58959 1.67867 -5.17818
C 1.10444 -0.99028 -5.76409
H 2.68609 0.21941 -6.79525
H 0.99134 0.66644 -7.32152
C 2.22406 -1.98681 -5.51647
H 3.19277 -1.49079 -5.34833
H 2.36174 -2.67811 -6.35953
H 1.99876 -2.60109 -4.63675
C -0.08215 -1.67771 -6.43246
H -0.79712 -0.97630 -6.87744
H -0.55292 -2.35517 -5.71365
H 0.25095 -2.34031 -7.24649
Tm 0.82824 -0.35391 -0.94970
C -1.32599 -0.72068 0.60118
C -1.27302 0.70310 0.65778
C -1.54219 1.22342 -0.66139
H -1.20448 1.29547 1.57717
C -1.87484 0.10206 -1.50776
C -1.72718 -1.07728 -0.72666
H -1.95316 -2.07309 -1.11796
H -1.21045 -1.44059 1.41897
H -1.65257 2.28819 -0.94468
H -2.32342 0.10712 -2.50915
C 1.72202 -2.47318 -0.06831
C 0.62727 -2.73645 -0.94022
C 0.98102 -2.25740 -2.25011
H -0.26550 -3.26095 -0.58012
C 2.32024 -1.71532 -2.15089
C 2.76873 -1.86256 -0.81284
H 3.74817 -1.59616 -0.38803
H 1.78943 -2.79206 0.96813
H 0.35802 -2.27999 -3.16228
H 2.92876 -1.32578 -2.98229
O -1.12451 2.11926 -4.33732
C -2.28561 1.66704 -5.05189
C -2.78575 2.92209 -5.79480
H -3.02765 1.19843 -4.33294
H -1.89104 0.96640 -5.80361
C -2.06557 4.10932 -5.04442
H -3.87202 3.06930 -5.68681
H -2.49178 2.72909 -6.86447
C -1.34926 3.44603 -3.85879
H -2.83454 4.80995 -4.69723
H -1.31064 4.57357 -5.71003
H -2.01156 3.43979 -2.96036
H -0.36742 3.89537 -3.56959
Cl 1.63026 -1.05274 2.64809
C 2.14453 0.52413 2.10637
C 1.99917 0.87888 0.77861
C 2.24143 2.15634 0.32208
Cl 1.96296 2.41974 -1.40689
C 2.67126 3.15686 1.21957
Cl 2.80114 4.78847 0.70680
C 2.92627 2.77704 2.57924
Cl 3.56066 3.88864 3.71055
C 2.65381 1.45300 3.03707
Cl 2.86831 0.94554 4.67579
*
```

Record 3
A molecular structure, C25H28ClN5O6PtS at a distorted geometry. Source: the OMol25 dataset; level of theory: the ωB97M-V functional and the def2-TZVPD basis.

Properties
- frontier orbital gap (eV) = 8.62
- ΔE to the lowest compared entry with this formula, charge and spin (kJ/mol) = 0.0
- HOMO (eV) = -8.60

Structure (ORCA input):
```
! wB97M-V def2-TZVPD RIJCOSX def2/J DEFGRID3
* xyz 0 1
Pt -0.62016 -0.14077 -0.45479
C 0.12889 2.94308 -7.21917
C 0.71123 3.23463 -5.83108
C 1.20198 1.91954 -5.21359
C 1.94371 4.13211 -6.01628
C -0.36216 3.96525 -4.95507
O -0.54205 5.29766 -5.45597
C -1.77193 3.32741 -4.95192
C -1.95906 1.82539 -4.69430
C -3.40594 1.46412 -4.46871
C -3.78002 0.76957 -3.32382
C -5.10340 0.43206 -3.08800
C -6.06635 0.79402 -4.01306
Cl -7.73344 0.39243 -3.71946
C -5.72037 1.46247 -5.17466
C -4.39218 1.78846 -5.39517
C 0.17042 4.25729 -3.52061
N -0.35263 3.42571 -2.45220
C 0.20911 2.36740 -1.89078
N -0.61276 1.88749 -0.95491
C -1.69426 2.71361 -1.02483
N -1.56830 3.66276 -1.90673
H 0.90547 2.52148 -7.85778
H -0.22932 3.84847 -7.71403
H -0.69038 2.22604 -7.18286
H 1.92935 1.46325 -5.88852
H 0.41135 1.19077 -5.05723
H 1.72207 2.07740 -4.26670
H 2.61275 3.67073 -6.74333
H 2.51357 4.24899 -5.09370
H 1.67307 5.12255 -6.37506
H -0.96607 5.24259 -6.31875
H -2.21514 3.56156 -5.92441
H -2.35896 3.88441 -4.22050
H -1.39840 1.48398 -3.82909
H -1.58888 1.25161 -5.54619
H -3.01459 0.45688 -2.62187
H -5.38706 -0.11653 -2.20094
H -6.48242 1.71887 -5.89666
H -4.12702 2.30045 -6.31184
H -0.09335 5.28464 -3.27733
H 1.25325 4.16533 -3.48126
H 1.19889 2.00496 -2.11649
H -2.55894 2.61771 -0.39293
O -0.11474 -2.07345 0.20352
C 0.71099 -1.78254 1.16336
O 0.92059 -0.65114 1.56649
H 1.23158 -2.64280 1.61057
N -2.93418 0.04040 1.52553
C -2.10267 -0.02374 0.72122
H -3.62020 0.07763 2.24699
O -0.69404 -0.94282 -3.33853
C 0.47663 -0.90528 -3.01740
N 0.94720 -0.43416 -1.80093
S 2.58648 -0.39991 -1.73368
O 3.03341 0.97231 -1.84000
O 3.11053 -1.19232 -0.66683
C 2.81929 -1.18031 -3.29399
C 4.00361 -1.56053 -3.89080
C 3.91633 -2.13431 -5.15347
C 2.68422 -2.31184 -5.77910
C 1.50559 -1.93039 -5.15308
C 1.59587 -1.36173 -3.89462
H 4.95522 -1.42398 -3.39631
H 4.81964 -2.45447 -5.65444
H 2.64860 -2.75916 -6.76336
H 0.53841 -2.06849 -5.61721
*
```

Record 4
A molecular structure, C25H28CoF5O2S at a distorted geometry. Source: the OMol25 dataset; level of theory: the ωB97M-V functional and the def2-TZVPD basis.

Properties
- frontier orbital gap (alpha / beta) (eV) = 5.14 / 6.03
- ΔE to the lowest compared entry with this formula, charge and spin (kJ/mol) = 0.0
- HOMO (alpha / beta) (eV) = -2.72 / -3.61
- expectation value of S² = 3.781

Structure (ORCA input):
```
! wB97M-V def2-TZVPD RIJCOSX def2/J DEFGRID3
* xyz -1 4
O -2.19886 2.00776 -1.14285
C -3.47098 2.74236 -1.20460
C -4.16583 1.65673 -2.02715
H -3.33613 3.68481 -1.73274
H -3.85289 2.90822 -0.18860
C -2.80197 0.90239 -1.86505
H -4.41750 1.89071 -3.07036
H -5.01120 1.19162 -1.50607
C -2.14389 0.44521 -3.15170
H -1.69971 1.19879 -3.80153
H -2.89652 -0.09490 -3.75491
H -1.33448 -0.26511 -2.91196
C -2.90405 -0.33239 -1.00882
H -3.48412 -0.12480 -0.09996
H -1.89639 -0.69319 -0.77115
H -3.36913 -1.12295 -1.61936
Co 0.47594 -1.70544 0.98785
C -0.92842 -2.25512 3.01912
C -0.51036 -1.18103 3.82668
C -0.77111 0.04677 3.13863
H -0.13381 -1.27131 4.83970
C -1.32572 -0.24882 1.87571
C -1.47003 -1.69840 1.79053
H -2.15765 -2.19825 1.11848
H -0.95065 -3.30971 3.28773
H -0.64701 1.02772 3.58264
H -1.66587 0.48117 1.14713
C 1.46127 -3.54657 0.75219
C 0.08990 -3.63413 0.43035
C -0.20382 -2.64906 -0.56856
H -0.58280 -4.38685 0.82310
C 1.01248 -1.93644 -0.85602
C 2.04387 -2.50044 -0.02267
H 3.09509 -2.24684 -0.02452
H 1.98644 -4.22677 1.41185
H -1.14223 -2.53027 -1.09270
H 1.14379 -1.12644 -1.56529
O -0.14765 2.55601 -2.94857
C -1.01901 3.24768 -3.91195
C -0.70263 4.74802 -3.97584
H -2.07487 3.12012 -3.60030
H -0.90331 2.82064 -4.93235
C 0.29580 4.99609 -2.82678
H -1.60157 5.36922 -3.91438
H -0.23605 4.94252 -4.94583
C 0.56024 3.57400 -2.21348
H -0.08431 5.70902 -2.08099
H 1.23364 5.40977 -3.21351
H 0.17147 3.54392 -1.18050
H 1.64405 3.33970 -2.21702
F 6.52327 -3.68102 4.88985
C 5.49827 -3.04222 4.29427
C 4.18097 -3.35544 4.63455
F 3.94323 -4.29111 5.57843
C 3.12808 -2.70526 3.99970
F 1.85701 -3.06371 4.31948
C 3.35264 -1.69954 3.03865
S 2.09600 -0.74980 2.30042
C 4.69616 -1.40347 2.72354
F 4.96832 -0.45062 1.79949
C 5.75436 -2.06650 3.33147
F 7.03025 -1.76705 3.00656
*
```

Record 5
A molecular structure, C25H28F4N3O5PS4Tb at a distorted geometry. Source: the OMol25 dataset; level of theory: the ωB97M-V functional and the def2-TZVPD basis.

Properties
- frontier orbital gap (alpha / beta) (eV) = 4.72 / 3.44
- ΔE to the lowest compared entry with this formula, charge and spin (kJ/mol) = 96.2
- HOMO (alpha / beta) (eV) = -0.44 / 0.84
- expectation value of S² = 16.777

Structure (ORCA input):
```
! wB97M-V def2-TZVPD RIJCOSX def2/J DEFGRID3
* xyz -2 8
Tb -1.15046 -0.29830 -0.74914
O 0.29033 -1.62275 0.65535
C 0.90692 -2.79035 0.08915
C 0.76253 -2.64483 -1.52970
O 1.22280 -3.56338 -2.18412
O 0.26343 -1.56574 -1.89998
C 0.22137 -4.05002 0.51673
C -1.00011 -4.02625 1.18824
C -1.58067 -5.20571 1.61889
C -0.97237 -6.42604 1.37563
C 0.20225 -6.46044 0.64145
C 0.79221 -5.28647 0.21456
C 2.39963 -2.74574 0.35811
C 3.02700 -3.57638 1.28934
C 4.39328 -3.52331 1.47971
C 5.17140 -2.63804 0.75004
C 4.55215 -1.78000 -0.15401
C 3.18558 -1.82633 -0.33912
H 0.19395 -1.76323 1.61236
H -1.52855 -3.09582 1.35593
H -2.51645 -5.16866 2.15913
H -1.41193 -7.34722 1.74084
H 0.67358 -7.40710 0.40775
H 1.69949 -5.31072 -0.36725
H 2.43776 -4.27703 1.86257
H 4.86206 -4.18425 2.19997
H 6.24489 -2.62152 0.88864
H 5.14408 -1.08122 -0.72916
H 2.72225 -1.14482 -1.03856
C 4.11190 2.48773 1.90069
C 3.55293 1.24525 1.22887
O 2.86338 1.57098 0.04089
P 1.25590 1.89842 0.02982
S 0.77894 1.57506 -1.86987
S 0.43142 1.13395 1.65935
O 1.22213 3.50281 0.35512
C 1.69761 4.48956 -0.53938
C 0.61175 4.97843 -1.48929
H 4.64748 2.21469 2.80747
H 3.28224 3.14014 2.15687
H 4.78378 3.01287 1.22643
H 2.86112 0.74256 1.91712
H 4.34851 0.54672 0.94790
H 2.55036 4.10378 -1.11031
H 2.03947 5.30820 0.10774
H 0.44816 4.24376 -2.27141
H 0.91552 5.92105 -1.93960
H -0.32361 5.12367 -0.95315
F -5.34243 2.77205 -3.38731
C -4.22733 3.53726 -3.21435
F -4.70568 4.80771 -3.33702
F -3.49386 3.35876 -4.33366
C -3.51763 3.32150 -1.93714
C -3.46090 4.38179 -0.98841
C -2.83334 4.12312 0.22062
C -2.23370 2.90298 0.44131
N -2.21193 1.88875 -0.48856
C -2.90035 2.09931 -1.64638
S -3.02543 0.71888 -2.66912
H -3.92057 5.33221 -1.20686
H -2.80359 4.87521 0.99670
H -1.72919 2.68558 1.37393
N -4.63583 -0.87389 -0.09320
C -4.09291 0.05384 0.74973
N -4.72680 1.27052 0.81813
S -2.92779 -0.38371 1.88279
H -4.94235 -0.52052 -0.99498
H -4.04933 -1.69943 -0.18984
H -5.12206 1.56560 -0.07039
H -4.14351 1.99418 1.23127
F -2.24087 -2.01967 -0.77587
*
```

Record 6
A molecular structure, C25H28LiNO3P2 at a distorted geometry. Source: the OMol25 dataset; level of theory: the ωB97M-V functional and the def2-TZVPD basis.

Properties
- frontier orbital gap (eV) = 8.93
- ΔE to the lowest compared entry with this formula, charge and spin (kJ/mol) = 108.9
- HOMO (eV) = -8.74

Structure (ORCA input):
```
! wB97M-V def2-TZVPD RIJCOSX def2/J DEFGRID3
* xyz 0 1
Li 0.59294 -0.76905 -0.85066
C 4.51532 -1.86769 -0.83359
P 3.00053 -0.99259 -0.20537
C 2.96334 -1.76658 1.50153
C 3.77004 0.65110 0.21617
C 4.99147 0.71052 0.86255
C 5.53294 1.98027 1.22844
C 4.86373 3.13791 0.98050
C 3.58041 3.07100 0.44657
C 3.05199 1.84264 -0.02422
P 1.26736 1.68985 -0.47044
C 0.57988 1.81490 1.21310
C 0.87878 3.36603 -1.04734
H 5.25645 -1.94470 -0.02690
H 5.07824 -1.34680 -1.63755
H 4.29319 -2.82326 -1.20380
H 4.00416 -1.68664 1.86859
H 2.52062 -2.75935 1.35067
H 2.34949 -1.33298 2.29189
H 5.55871 -0.12475 1.01203
H 6.44307 2.06084 1.78346
H 5.22828 4.07881 1.40220
H 2.95057 3.98119 0.46284
H 1.23595 2.59269 1.60353
H 0.85022 0.91315 1.74133
H -0.47633 1.98596 1.13207
H 0.89797 4.15694 -0.28752
H -0.14892 3.41157 -1.43803
H 1.51057 3.62163 -1.88750
O -1.11788 -1.03776 -1.73305
C -2.04534 -0.86909 -0.59955
C -1.40086 -1.41200 0.71344
O -2.11469 -1.54582 1.66591
O -0.16775 -1.75667 0.51966
C -3.30587 -1.74541 -0.79126
C -3.16037 -3.11547 -1.00826
C -4.20978 -3.99115 -0.95103
C -5.47820 -3.56076 -0.59664
C -5.63489 -2.18039 -0.52705
C -4.63172 -1.28033 -0.66548
C -2.38614 0.62130 -0.44467
C -2.12002 1.51303 -1.51572
C -2.39466 2.85325 -1.38151
C -3.03244 3.36826 -0.21649
C -3.33824 2.49055 0.79273
C -3.03906 1.15770 0.73908
H -1.23608 -2.04028 -1.91472
H -2.13305 -3.52517 -1.09805
H -4.04145 -5.05868 -1.20320
H -6.26383 -4.31603 -0.57139
H -6.57890 -1.80397 -0.23835
H -4.80999 -0.19895 -0.40165
H -1.67499 1.15017 -2.44159
H -2.20505 3.46940 -2.20601
H -3.43273 4.38511 -0.07326
H -3.91644 2.84376 1.65575
H -3.20633 0.61045 1.56813
N 0.67457 -4.19298 0.69996
C 1.10825 -5.15015 0.24709
H 0.15293 -3.33453 0.79262
*
```

Record 7
A single C25H28N2O5 molecule at a distorted geometry. Source: the OMol25 dataset; level of theory: the ωB97M-V functional and the def2-TZVPD basis.

Properties
- frontier orbital gap (eV) = 8.49
- SMILES = Cc1c(OCC(=O)NCCCN2CCOCC2)ccc2c(-c3ccccc3)cc(=O)oc12
- ΔE to the lowest compared entry with this formula, charge and spin (kJ/mol) = 165.0
- HOMO (eV) = -8.50

Structure (ORCA input):
```
! wB97M-V def2-TZVPD RIJCOSX def2/J DEFGRID3
* xyz 0 1
C 0.09721 2.76524 -1.58870
C -0.65729 1.51862 -1.24381
C -0.12119 0.24184 -1.42026
O 1.16215 0.17551 -1.88358
C 1.61211 -1.04442 -2.43220
C 1.94312 -2.15026 -1.41867
O 1.89995 -3.32124 -1.74107
N 2.26618 -1.70564 -0.19747
C 2.75016 -2.58383 0.84139
C 4.18515 -2.23330 1.23686
C 4.26970 -0.88521 1.95551
N 3.77861 0.21493 1.13562
C 3.35026 1.35689 1.92969
C 2.73527 2.40068 0.99749
O 3.65903 2.82775 0.02526
C 4.11157 1.73319 -0.73633
C 4.75244 0.66392 0.15025
C -0.87988 -0.89070 -1.10845
C -2.16458 -0.76242 -0.63821
C -2.74164 0.49839 -0.46153
C -4.08455 0.71805 0.01727
C -4.99744 -0.41222 0.25421
C -5.64405 -0.54269 1.47952
C -6.52154 -1.58875 1.69828
C -6.77437 -2.50658 0.69242
C -6.14618 -2.37431 -0.53482
C -5.25911 -1.33639 -0.75407
C -4.50060 1.98933 0.23164
C -3.66597 3.13931 -0.04430
O -3.98249 4.29058 0.12975
O -2.42221 2.88711 -0.56059
C -1.95910 1.62967 -0.74592
H 1.07828 2.52632 -1.98505
H 0.20541 3.40014 -0.71122
H -0.46145 3.33547 -2.32942
H 2.53646 -0.79625 -2.96503
H 0.89490 -1.44444 -3.15816
H 2.41233 -0.71641 -0.01228
H 2.09444 -2.50369 1.71516
H 2.69799 -3.60286 0.44998
H 4.56507 -3.00312 1.90984
H 4.81127 -2.23278 0.34387
H 3.64303 -0.93411 2.85020
H 5.30755 -0.70710 2.28334
H 2.59814 1.02871 2.65052
H 4.19516 1.80804 2.47712
H 2.44149 3.29121 1.55509
H 1.85217 1.96310 0.50953
H 4.84016 2.13210 -1.44405
H 3.26822 1.29105 -1.28704
H 5.06013 -0.18097 -0.46780
H 5.64641 1.08629 0.64108
H -0.46012 -1.87636 -1.22771
H -2.73309 -1.64463 -0.39012
H -5.44187 0.17206 2.26375
H -7.01217 -1.68617 2.65538
H -7.46279 -3.32075 0.86279
H -6.34840 -3.08182 -1.32530
H -4.78444 -1.22284 -1.71793
H -5.49501 2.20680 0.58824
*
```

no.,calculated total energy (eV)
1,-97257.1149
2,-122613.8989
3,-72719.7581
4,-92519.6142
5,-127031.9654
6,-52794.6272
7,-39597.7630